--- i ---
Formula: C22H72N8O14
Source: the Open Molecules 2025 dataset
Level of theory: ωB97M-V/def2-TZVPD

lowest unoccupied orbital energy = -0.097 eV
net charge = 0

Element x y z (Å)
C (33.2050, 1.7220, 4.8210)
C (32.0320, 2.3250, 4.0890)
O (30.8900, 1.6530, 4.5380)
H (33.0790, 1.8050, 5.8520)
H (34.1120, 2.2890, 4.6430)
H (33.2960, 0.6570, 4.5250)
H (32.2110, 2.3860, 3.0400)
H (31.9970, 3.3980, 4.2650)
H (30.6020, 2.1930, 5.2980)
C (27.3550, -3.9590, 5.1610)
C (27.8560, -2.8200, 4.3850)
O (27.0250, -1.7170, 4.5170)
H (27.2060, -3.6390, 6.1700)
H (28.0840, -4.7700, 5.0620)
H (26.4570, -4.2930, 4.6980)
H (28.1300, -3.0310, 3.3500)
H (28.8260, -2.5270, 4.9050)
H (27.2460, -1.1180, 3.7530)
C (24.9770, 3.5000, 7.6650)
C (25.6770, 4.2620, 8.6950)
O (26.8300, 3.5500, 9.1710)
H (25.3620, 3.3200, 6.7540)
H (24.0950, 4.1230, 7.4220)
H (24.5920, 2.5940, 8.0290)
H (25.2230, 4.1760, 9.7220)
H (25.8030, 5.3380, 8.4760)
H (27.2930, 4.0630, 9.8260)
C (23.8650, -2.4930, 6.4980)
C (23.4870, -1.8330, 5.1560)
O (24.2580, -0.6730, 5.0860)
H (23.6270, -1.9300, 7.4120)
H (24.8400, -2.9700, 6.6200)
H (23.0790, -3.2970, 6.5470)
H (22.4310, -1.3860, 5.2420)
H (23.5960, -2.4820, 4.2620)
H (24.9390, -0.7260, 5.7350)
C (30.8230, 4.7410, 6.9910)
C (29.5030, 4.0850, 6.9360)
O (29.7030, 2.7470, 6.6980)
H (31.6720, 4.2020, 6.4960)
H (31.1540, 4.8580, 8.0850)
H (30.8250, 5.7760, 6.6080)
H (28.8910, 4.4160, 6.1260)
H (28.9550, 4.1260, 7.8360)
H (28.8420, 2.3520, 6.7610)
C (25.8320, 5.3230, 0.7910)
C (26.5620, 4.3270, -0.0930)
O (26.9850, 3.3040, 0.6630)
H (26.1210, 5.4800, 1.8580)
H (24.9000, 4.9310, 0.9700)
H (25.8580, 6.4200, 0.4530)
H (27.4910, 4.8820, -0.2740)
H (26.0550, 4.0890, -0.9930)
H (27.7950, 3.5390, 1.0550)
C (25.8850, 7.4980, 6.1770)
C (25.9910, 6.0200, 5.9020)
O (26.3570, 5.8270, 4.5890)
H (26.8590, 8.0340, 6.0670)
H (25.5780, 7.6040, 7.2730)
H (25.1730, 7.9290, 5.4780)
H (25.0980, 5.5120, 6.2860)
H (26.8490, 5.6350, 6.4810)
H (26.1960, 4.8570, 4.4600)
C (31.3410, -1.2860, 6.2380)
C (31.4530, -0.5750, 7.5850)
O (30.1400, -0.7100, 8.1520)
H (30.9120, -0.6570, 5.4960)
H (30.8620, -2.2420, 6.2490)
H (32.3770, -1.4380, 5.9300)
H (31.7660, 0.4940, 7.5860)
H (32.2520, -0.8940, 8.1510)
H (30.2950, -0.3980, 9.0160)
C (31.1690, -1.4450, 2.5630)
O (32.5620, -1.4750, 2.8910)
N (30.3520, -2.3080, 1.9950)
N (30.4580, -0.4130, 2.8340)
H (30.7200, -3.1820, 1.6860)
H (29.4030, -2.0280, 1.6740)
H (30.8650, 0.3640, 3.4040)
H (29.4890, -0.2780, 2.7500)
C (27.0610, 0.3830, 7.1820)
O (25.7010, 0.5260, 6.9600)
N (27.7680, -0.6410, 6.8360)
N (27.6640, 1.0890, 8.1150)
H (27.4280, -1.2300, 6.0630)
H (28.8000, -0.7060, 7.1730)
H (27.1650, 1.9160, 8.3850)
H (28.4770, 0.9120, 8.5730)
C (23.7860, 1.7690, 2.0050)
O (22.4520, 1.4320, 2.2550)
N (24.7920, 1.3150, 2.6300)
N (24.2060, 2.6350, 1.1160)
H (24.6310, 0.4510, 3.1510)
H (25.7880, 1.4890, 2.4730)
H (23.4650, 3.2240, 0.6830)
H (25.1430, 2.8250, 0.7730)
C (29.4660, 4.4250, 2.4840)
O (29.4290, 4.7620, 3.8070)
N (29.7440, 3.2320, 2.0720)
N (29.2970, 5.3180, 1.5370)
H (29.7950, 2.4950, 2.7570)
H (29.7710, 3.0260, 1.0280)
H (28.7500, 6.2120, 1.7430)
H (29.5650, 5.0440, 0.5260)
C (27.4440, 1.9640, 4.3790)
O (28.1470, 0.7810, 4.1280)
H (27.6160, 2.4470, 5.2940)
H (26.3680, 1.5910, 4.5720)
H (27.4780, 2.6000, 3.5530)
H (28.3220, 0.4400, 4.9930)
C (23.6290, 4.3730, 3.8170)
O (24.7950, 3.7170, 4.0060)
H (23.4300, 4.4530, 2.7870)
H (23.6000, 5.3970, 4.2400)
H (22.8540, 3.6630, 4.2430)
H (24.6810, 2.7860, 3.6840)

--- ii ---
Formula: C22H72N8O14
Source: the Open Molecules 2025 dataset
Level of theory: ωB97M-V/def2-TZVPD

lowest unoccupied orbital energy = -0.063 eV
net charge = 0

Element x y z (Å)
C (-4.5783, 0.0153, -11.1926)
O (-5.4798, 0.5310, -12.1501)
H (-3.5495, 0.3506, -11.4104)
H (-4.4880, -1.0361, -11.2455)
H (-4.7394, 0.3768, -10.0814)
H (-5.3937, 0.0074, -12.9763)
C (-7.8452, 2.7977, -9.0937)
O (-7.5348, 4.0045, -8.4278)
H (-8.2148, 2.0502, -8.3849)
H (-6.8865, 2.3520, -9.4147)
H (-8.4738, 2.9865, -9.9856)
H (-6.8670, 3.7698, -7.8134)
C (-2.1136, 2.8467, -9.5111)
O (-1.6601, 3.9500, -10.2565)
H (-2.2821, 3.0895, -8.4245)
H (-1.6654, 1.8586, -9.6416)
H (-3.1245, 2.6503, -9.9078)
H (-2.1618, 4.7686, -10.0414)
C (-5.0202, 4.2066, -10.5897)
O (-4.9978, 3.1465, -11.4786)
H (-4.9147, 3.6672, -9.5881)
H (-5.9390, 4.7586, -10.5340)
H (-4.0984, 4.7838, -10.8562)
H (-5.4679, 2.3837, -11.1936)
C (-2.2833, 3.0768, -5.4195)
O (-1.4637, 3.8630, -6.3073)
H (-3.0320, 3.6751, -4.9050)
H (-1.5441, 2.6405, -4.7137)
H (-2.7955, 2.2778, -5.9034)
H (-0.6911, 4.2181, -5.8099)
C (-2.7383, -1.3638, -8.5463)
O (-4.0807, -1.2920, -8.6691)
H (-2.3942, -1.5166, -7.5187)
H (-2.5183, -0.3880, -9.0130)
H (-2.2755, -2.1401, -9.1536)
H (-4.3729, -0.4759, -8.2624)
C (-6.6040, 6.5393, -5.8663)
O (-5.6189, 5.5943, -5.5548)
N (-7.3316, 6.4035, -6.9300)
N (-6.8568, 7.6994, -5.2946)
H (-7.2994, 5.5462, -7.4955)
H (-8.0663, 7.0402, -7.2816)
H (-6.4632, 7.8664, -4.4046)
H (-7.6378, 8.2797, -5.5730)
C (-5.3112, 1.8257, -6.8149)
O (-4.5665, 1.0948, -7.7942)
N (-5.4500, 3.1221, -6.8363)
N (-5.8744, 1.1807, -5.8632)
H (-4.7813, 3.5992, -7.4635)
H (-5.9764, 3.7015, -6.1385)
H (-5.9234, 0.1835, -5.8737)
H (-5.9316, 1.6311, -4.9336)
C (-9.1461, -0.0291, -5.2896)
O (-8.8277, 0.3474, -3.9852)
N (-8.5089, 0.3529, -6.3754)
N (-10.0622, -0.9103, -5.5976)
H (-7.6243, 0.7936, -6.1734)
H (-8.8696, 0.1156, -7.3193)
H (-10.6326, -1.3219, -4.8392)
H (-10.2107, -1.3320, -6.5285)
C (-3.7750, 6.1578, -8.3922)
O (-2.7581, 6.4169, -9.2728)
N (-3.6573, 5.2685, -7.4440)
N (-4.9961, 6.5411, -8.4659)
H (-2.7969, 4.9126, -7.1281)
H (-4.3771, 5.2143, -6.7818)
H (-5.2738, 7.0092, -9.3681)
H (-5.8502, 6.6068, -7.8870)
C (-3.7380, 1.8180, -2.9644)
C (-5.0964, 2.2917, -2.5749)
C (-5.3875, 3.6916, -2.9789)
O (-6.0256, 1.5332, -2.9284)
H (-3.5212, 0.9552, -2.3471)
H (-3.0239, 2.5641, -2.7381)
H (-3.6547, 1.5162, -4.0437)
H (-5.0938, 2.2748, -1.4618)
H (-5.4745, 3.6384, -4.0669)
H (-4.6604, 4.5453, -2.7088)
H (-6.3406, 3.9249, -2.6001)
H (-6.0889, 0.7702, -2.3390)
C (-5.6453, -1.3968, -3.8920)
C (-5.6749, -2.1801, -5.1411)
C (-6.9089, -3.2444, -5.2026)
O (-5.6978, -1.4899, -6.2249)
H (-6.6284, -1.0796, -3.5459)
H (-5.0303, -0.4750, -4.0878)
H (-5.1545, -2.0298, -3.1677)
H (-4.7499, -2.7684, -5.1833)
H (-6.8025, -3.8875, -6.1307)
H (-7.8331, -2.6895, -5.3195)
H (-7.1712, -3.8539, -4.2653)
H (-5.3931, -2.0587, -6.9663)
C (-7.2298, -0.8997, -9.5087)
C (-8.6595, -1.3283, -9.1785)
C (-8.6273, -2.4559, -8.2266)
O (-9.5042, -0.4925, -8.8119)
H (-6.7405, -0.1898, -8.7845)
H (-7.1698, -0.5750, -10.5209)
H (-6.5537, -1.7601, -9.5496)
H (-9.0418, -1.8371, -10.0885)
H (-8.0556, -3.2985, -8.6661)
H (-9.6251, -2.8112, -7.9481)
H (-8.1965, -2.0711, -7.3548)
H (-10.0180, -0.1552, -9.5938)
C (-8.7587, 3.6663, -5.2988)
C (-9.3262, 4.8438, -4.5724)
C (-10.8346, 4.7095, -4.3491)
O (-8.9708, 4.8928, -3.3880)
H (-9.0100, 2.7165, -4.6956)
H (-7.6001, 3.8153, -5.3008)
H (-9.2259, 3.5119, -6.2299)
H (-9.0908, 5.8322, -5.0766)
H (-11.0662, 3.9091, -3.6819)
H (-11.4151, 4.6504, -5.2443)
H (-11.3024, 5.5795, -3.8149)
H (-9.2818, 4.1715, -2.8507)

Pick i: it beats the second-best structure by 0.840 eV.

--- i ---
Formula: CH4O3
Source: the Open Molecules 2025 dataset
Level of theory: ωB97M-V/def2-TZVPD

lowest unoccupied orbital energy = 0.516 eV
net charge = 0
SMILES = OCOO

Element x y z (Å)
O (1.0012, 0.0472, 0.6092)
C (0.4278, -0.3668, -0.5689)
O (-0.8843, 0.0635, -0.6290)
O (-1.5551, -0.1796, 0.5834)
H (0.7694, 0.9543, 0.8018)
H (0.7799, 0.2281, -1.3701)
H (0.6599, -1.4142, -0.4776)
H (-1.1988, 0.6674, 1.0512)

--- ii ---
Formula: CH4O3
Source: the Open Molecules 2025 dataset
Level of theory: ωB97M-V/def2-TZVPD

lowest unoccupied orbital energy = 0.491 eV
net charge = 0
SMILES = O=CO.O

Element x y z (Å)
O (-1.2859, -0.4940, -0.1780)
C (-0.4053, -0.8853, -0.9397)
O (0.8051, -0.3981, -0.8733)
H (-0.5245, -1.6948, -1.6687)
H (0.7673, 0.3911, -0.0340)
O (0.5745, 0.9506, 1.1631)
H (0.1364, 1.7901, 0.9747)
H (-0.0676, 0.3405, 1.5558)

Pick ii: it beats the second-best structure by 3.676 eV.

--- i ---
Formula: CH4O3
Source: the Open Molecules 2025 dataset
Level of theory: ωB97M-V/def2-TZVPD

lowest unoccupied orbital energy = 0.771 eV
net charge = 0
SMILES = O=CO.O

Element x y z (Å)
O (1.8520, -0.8740, -1.9057)
C (0.8424, -0.9336, -2.6391)
O (-0.3374, -0.2368, -2.3444)
H (0.7151, -1.4403, -3.6162)
H (-0.1962, 0.0825, -1.4116)
O (-0.7056, 1.0455, 3.6738)
H (-0.6041, 1.7413, 4.3622)
H (-1.5660, 0.6153, 3.8809)

--- ii ---
Formula: CH4O3
Source: the Open Molecules 2025 dataset
Level of theory: ωB97M-V/def2-TZVPD

lowest unoccupied orbital energy = 0.186 eV
net charge = 0
SMILES = O=CO.O

Element x y z (Å)
O (0.3318, 2.0934, 0.0234)
C (-0.6668, 1.4412, -0.2575)
O (-1.1158, 0.3780, 0.3862)
H (-1.4401, 1.7512, -0.9879)
H (-1.8663, -0.0088, -0.1421)
O (1.7204, -2.2451, 0.4405)
H (0.8047, -1.8929, 0.5164)
H (2.2322, -1.5170, 0.0209)

--- iii ---
Formula: CH4O3
Source: the Open Molecules 2025 dataset
Level of theory: ωB97M-V/def2-TZVPD

lowest unoccupied orbital energy = 0.606 eV
net charge = 0
SMILES = O=CO.O

Element x y z (Å)
O (-0.0012, 1.5400, 0.2998)
C (0.1151, 0.6828, 1.1290)
O (0.5399, -0.5663, 0.8589)
H (-0.0369, 0.7973, 2.2085)
H (0.6556, -0.5548, -0.1104)
O (-0.5670, -1.2315, -1.7031)
H (-1.0385, -0.4189, -1.9135)
H (-0.6140, -1.7475, -2.5105)

Pick iii: it beats the second-best structure by 0.467 eV.